Computed, not measured: a molecular structure, C6H17BrCaNO2, with ωB97M-V with the def2-TZVPD basis set.

```
28
Properties=species:S:1:pos:R:3:nbo_charge:R:1
Ca -3.449 -0.689 -2.678 1.752
Br -2.190 0.046 -0.982 -0.558
C -0.578 1.489 1.472 -0.637
C -0.993 0.102 1.931 -0.031
O -2.311 0.033 1.407 -0.714
H -1.183 2.261 1.947 0.226
H -0.463 1.574 0.392 0.180
H 0.437 1.728 1.791 0.218
H -1.034 -0.113 2.998 0.199
H -0.317 -0.679 1.582 0.115
H -2.352 0.033 0.448 0.312
C -0.019 -1.857 -2.138 -0.608
C 0.645 -1.401 -0.761 -0.074
C 1.015 0.129 -0.748 -0.095
O 1.785 0.460 0.449 -0.566
C 2.332 1.778 0.435 -0.262
N -0.322 -1.688 0.274 -0.777
H -0.113 -2.942 -2.104 0.233
H 0.590 -1.693 -3.028 0.224
H -1.028 -1.464 -2.264 0.101
H 1.463 -2.104 -0.602 0.231
H 0.141 0.777 -0.817 0.157
H 1.642 0.420 -1.590 0.179
H 3.139 1.803 -0.298 0.184
H 2.771 1.870 1.428 0.209
H 1.572 2.544 0.278 0.174
H 0.023 -1.191 1.082 0.315
H -1.203 -1.225 0.098 0.315
```

total energy: -100549.344 eV
energy relative to the best compared isomer or geometry (same formula, charge and spin): 271.04 kJ/mol
HOMO energy: -11.4 eV
HOMO-LUMO gap: 0.20510 hartree
net charge: +1